{"formula": "C6H16N2P", "method": "ωB97M-V/def2-TZVPD", "spin_multiplicity": 1, "max_force_ev_per_a": 3.78, "gap_ev": 9.72, "molar_mass_g_mol": 147.18, "total_charge": 1, "e_homo_ha": -0.4747, "smiles": "C=C(C)C[NH2+]CCNP", "relative_energy_kj_mol": 111.7, "elements": ["N", "H", "H", "H", "C", "H", "C", "H", "C", "H", "H", "H", "H", "C", "H", "C", "C", "H", "N", "H", "H", "P", "H", "H", "H"], "positions_angstrom": [[-1.768, -0.276, 0.609], [3.459, -0.125, -0.807], [3.453, -1.375, 0.499], [-0.606, 1.569, -1.241], [-1.552, 1.085, 1.063], [0.689, -1.450, 1.857], [0.613, -0.212, -1.123], [-0.434, -0.621, -1.455], [1.511, -0.989, -0.191], [1.012, 1.791, -1.054], [-1.560, -0.824, 1.467], [-2.083, 1.856, 0.491], [-2.084, -0.230, -1.586], [0.940, -1.910, 0.867], [-1.748, 1.041, 2.082], [2.835, -0.744, -0.163], [0.005, 1.389, 0.784], [1.678, -2.856, 1.125], [0.210, 1.327, -0.665], [0.512, 0.566, 1.372], [0.233, 2.351, 1.300], [-2.915, -0.761, -0.548], [-0.083, -2.264, 0.624], [-3.930, 0.201, -0.429], [1.186, -0.074, -2.073]], "forces_ev_per_a": [[-0.12, -0.20, 1.75], [-0.65, 0.18, -0.15], [-0.44, 0.51, -0.15], [0.10, 0.09, 0.49], [2.51, 0.19, -2.82], [0.84, 0.11, -0.64], [-1.55, 0.08, -2.05], [2.49, 0.25, 1.10], [0.32, 0.90, 1.11], [0.38, 0.96, 0.38], [-0.86, -0.29, -1.48], [-0.51, -0.35, 0.43], [-1.10, 0.32, -0.38], [0.17, -2.37, 1.15], [-0.31, 1.10, 1.88], [0.17, -1.18, -0.05], [-2.02, 0.02, 3.18], [-1.98, 2.48, -0.84], [1.05, -2.85, -0.63], [0.06, 1.11, -1.32], [0.24, -0.46, -1.07], [0.73, -1.09, 0.09], [0.87, -0.34, -0.47], [0.11, 0.55, -0.21], [-0.49, 0.26, 0.70]]}